No. 1
Computed, not measured: 2 unconnected molecules or ions with the total composition C4H7Cl4IO3S, with the ωB97M-V functional and the def2-TZVPD basis.

```
20
Properties=species:S:1:pos:R:3:mulliken_charge:R:1
C -0.612 0.346 -1.719 -1.2607
C -1.260 -0.028 -0.408 0.0238
I -3.038 -1.189 -0.794 0.0884
C -0.371 -0.831 0.524 -0.6732
O -0.016 -2.130 0.013 -0.2395
S 1.465 -2.077 -0.674 0.6771
O 2.402 -2.620 0.261 -0.5449
O 1.070 -3.265 -1.709 -0.4320
H -0.217 -0.516 -2.240 0.3869
H -1.326 0.803 -2.392 0.4049
H 0.183 1.064 -1.535 0.2395
H -1.511 0.885 0.119 0.2342
H 0.543 -0.272 0.725 0.3830
H -0.905 -0.985 1.451 0.3662
H 1.897 -3.582 -2.112 0.3562
C 0.338 2.880 2.098 0.3753
Cl -1.157 3.448 1.348 -0.1122
Cl 0.973 4.134 3.165 -0.0996
Cl 0.012 1.418 3.037 -0.0822
Cl 1.529 2.518 0.842 -0.0913
```

Computed properties:
multiplicity = 1
Kohn-Sham gap = 9.417 eV
highest occupied orbital energy = -9.4643 eV
E_tot = -2918.9454 a.u.


No. 2
Computed, not measured: a molecular structure, C13H33CuN2OSSi3, with the ωB97M-V functional and the def2-TZVPD basis.

```
54
Properties=species:S:1:pos:R:3:mulliken_charge:R:1
Cu -0.697 1.093 0.902 -0.5058
C 2.488 2.705 0.091 -1.0206
O 1.396 1.816 0.017 -0.2524
Si 0.764 1.175 -1.438 -0.0813
C 2.208 0.412 -2.359 -1.1434
C 0.257 2.657 -2.462 -1.2227
C -0.561 0.088 -0.872 1.3423
Si -0.013 -1.527 -0.192 0.2503
C 1.628 -1.401 0.741 -0.6383
C 0.247 -2.842 -1.510 -1.1183
C -1.187 -2.280 1.089 -1.0287
Si -2.134 0.118 -1.818 0.0272
C -1.869 -0.341 -3.626 -1.0387
C -2.998 1.794 -1.807 -1.1415
C -3.396 -1.115 -1.169 -1.1224
H 3.398 2.261 -0.326 0.3331
H 2.681 2.946 1.138 0.2145
H 2.287 3.641 -0.437 0.3048
H 2.949 1.175 -2.618 0.3789
H 1.847 -0.017 -3.298 0.2873
H 2.715 -0.381 -1.810 0.3682
H 1.147 3.241 -2.716 0.3944
H -0.432 3.307 -1.918 0.3048
H -0.221 2.374 -3.402 0.3677
H 2.485 -1.224 0.089 0.2775
H 1.807 -2.347 1.264 0.4006
H 1.612 -0.589 1.469 -0.1337
H 0.998 -2.526 -2.239 0.2932
H -0.680 -3.040 -2.056 0.2834
H 0.580 -3.786 -1.067 0.3707
H -1.627 -1.500 1.722 0.1330
H -0.632 -2.983 1.721 0.4023
H -2.015 -2.830 0.641 0.3777
H -1.161 0.328 -4.123 0.2888
H -2.808 -0.300 -4.187 0.3615
H -1.472 -1.356 -3.716 0.2638
H -2.593 2.477 -2.556 0.3006
H -2.918 2.283 -0.832 0.2938
H -4.062 1.663 -2.024 0.3725
H -3.084 -2.151 -1.321 0.2633
H -4.335 -0.974 -1.714 0.4182
H -3.603 -0.977 -0.105 0.2937
S -1.451 1.427 2.987 -0.3272
C -0.110 0.591 3.629 -0.0438
N -0.169 -0.621 4.190 -0.0594
C 1.160 -1.161 4.481 -0.3115
C 2.063 0.079 4.300 -0.5081
N 1.150 1.028 3.670 0.0070
H -0.979 -1.197 4.019 0.3505
H 1.415 -1.948 3.774 0.1697
H 1.208 -1.558 5.492 0.3421
H 2.912 -0.133 3.653 0.2800
H 2.428 0.462 5.254 0.3604
H 1.377 1.964 3.382 0.2201
```

Computed properties:
multiplicity = 1
Kohn-Sham gap = 7.769 eV
highest occupied orbital energy = -7.4770 eV
energy relative to the best compared isomer or geometry (same formula, charge and spin) = 0.000 eV
E_tot = -3607.1997 a.u.


No. 3
Computed, not measured: 2 unconnected molecules or ions with the total composition C2H9NS in a non-equilibrium geometry, with the ωB97M-V functional and the def2-TZVPD basis.

```
13
Properties=species:S:1:pos:R:3:mulliken_spin:R:1
C -0.253 1.129 -2.059 0.5861
S 0.494 1.242 -0.297 -0.3105
H -0.298 0.081 -2.424 -0.1191
H 0.339 1.688 -2.758 -0.0580
H -1.176 1.536 -2.112 -0.1237
C 0.212 -2.086 1.180 2.5382
N -0.833 -1.078 1.419 0.3567
H 1.258 -1.763 1.121 -0.2165
H 0.198 -2.745 0.286 -0.1960
H 0.206 -2.832 2.065 -0.6568
H -1.632 -1.416 0.954 -0.3350
H -1.182 -1.313 2.369 -0.4209
H 0.462 0.185 0.583 -0.0445
```

Computed properties:
multiplicity = 2
Kohn-Sham gap (spin up / spin down) = 2.499 / 8.654 eV
highest occupied orbital energy (spin up / spin down) = 1.2197 / -5.0477 eV
net charge = -1
energy relative to the best compared isomer or geometry (same formula, charge and spin) = 1.421 eV
E_tot = -534.4155 a.u.


No. 4
Computed, not measured: 3 unconnected molecules or ions with the total composition C3H11NO2 in a non-equilibrium geometry, with the ωB97M-V functional and the def2-TZVPD basis.

```
17
Properties=species:S:1:pos:R:3:mulliken_spin:R:1
C -0.962 1.932 2.743 0.3435
C -0.744 1.034 1.786 0.0273
N -0.599 -0.299 2.049 0.5129
C 0.388 -0.852 1.230 0.0083
H -0.799 1.768 3.770 0.0179
H -1.148 2.925 2.588 0.0243
H -0.853 1.168 0.726 0.0128
H -0.847 -0.656 3.024 -0.0215
H 0.089 -1.818 0.747 0.0299
H 0.691 -0.255 0.389 -0.0016
H 1.424 -1.120 1.682 0.0456
H 2.398 1.222 -1.475 0.0001
H 3.496 0.465 -0.594 -0.0001
O 2.586 0.642 -0.571 0.0005
H -1.148 -1.943 -6.467 0.0000
H -1.788 -1.209 -5.320 0.0000
O -1.263 -2.035 -5.425 0.0000
```

Computed properties:
multiplicity = 2
Kohn-Sham gap (spin up / spin down) = 9.916 / 5.762 eV
highest occupied orbital energy (spin up / spin down) = -13.3692 / -13.3692 eV
net charge = +1
energy relative to the best compared isomer or geometry (same formula, charge and spin) = 1.662 eV
E_tot = -325.7625 a.u.


No. 5
Computed, not measured: 11 unconnected molecules or ions with the total composition C63H133Br2N14O4 in a non-equilibrium geometry, with the ωB97M-V functional and the def2-TZVPD basis.

```
216
Properties=species:S:1:pos:R:3:mulliken_charge:R:1
C -5.550 -3.965 3.485 -1.1612
C -5.353 -3.015 4.643 0.8114
C -5.696 -3.659 6.066 -1.1953
C -4.705 -4.635 6.597 -0.7445
C -3.261 -4.008 6.672 -1.1652
C -2.792 -3.480 5.288 1.2675
N -3.888 -2.582 4.645 0.3004
O -3.463 -1.849 3.550 0.5150
C -2.313 -4.612 4.291 -1.0935
C -1.633 -2.497 5.651 -1.4251
C -6.277 -1.743 4.530 -1.2937
H -5.668 -3.422 2.547 0.1082
H -6.558 -4.358 3.616 0.4520
H -4.888 -4.830 3.532 0.3326
H -6.710 -4.048 5.976 0.5344
H -5.802 -2.816 6.750 0.4480
H -4.766 -5.568 6.036 0.3460
H -4.879 -4.930 7.632 0.4754
H -2.641 -4.847 6.989 0.4473
H -3.141 -3.389 7.561 0.5185
H -1.345 -4.995 4.616 0.2396
H -2.015 -4.114 3.368 0.0025
H -2.938 -5.497 4.174 0.4040
H -0.826 -2.953 6.223 0.1757
H -1.961 -1.579 6.139 0.5104
H -1.108 -2.066 4.798 0.1111
H -7.301 -2.116 4.506 0.4490
H -6.161 -1.249 3.566 0.0714
H -6.144 -0.984 5.301 0.4216
C -0.936 -5.402 -3.473 -0.4892
C -1.629 -5.090 -4.863 -0.7533
N -0.811 -4.040 -5.546 0.1781
C 0.464 -4.264 -6.197 -0.6672
C 0.882 -3.039 -6.676 -0.3835
N -0.064 -2.101 -6.372 0.2338
C -1.085 -2.692 -5.649 -0.4422
C 0.079 -0.724 -6.697 -0.7892
H -1.529 -6.163 -2.964 0.4710
H -1.012 -4.492 -2.878 -0.2094
H 0.054 -5.857 -3.479 0.4024
H -2.624 -4.649 -4.797 0.3980
H -1.606 -5.997 -5.467 0.3444
H 0.930 -5.231 -6.071 0.5405
H 1.822 -2.823 -7.161 0.6531
H -1.911 -2.136 -5.231 0.6238
H 1.132 -0.499 -6.863 0.3114
H -0.228 -0.067 -5.884 0.1956
H -0.509 -0.470 -7.580 0.3592
C 0.306 -2.102 -1.830 -0.2045
C 1.108 -1.399 -0.780 -0.7212
N 0.242 -0.624 0.057 1.3111
C -0.633 -1.068 1.009 -0.8422
C -1.226 0.019 1.654 -0.7579
N -0.934 1.093 0.833 1.0067
C -0.019 0.729 -0.071 -0.6047
C -1.471 2.454 1.023 -0.9454
H -0.380 -2.829 -1.395 0.1078
H 0.911 -2.694 -2.517 0.4587
H -0.339 -1.429 -2.396 -0.0748
H 1.753 -0.725 -1.344 0.2152
H 1.810 -1.993 -0.195 -0.3255
H -0.621 -2.098 1.336 0.8954
H -1.881 0.159 2.501 0.0228
H 0.444 1.407 -0.772 -0.0074
H -2.157 2.492 1.870 0.2235
H -2.127 2.792 0.221 0.2448
H -0.638 3.128 1.221 0.4489
C 4.055 4.771 3.865 -0.7308
C 3.163 5.975 4.220 -0.6612
N 1.659 5.915 3.959 0.1841
C 1.074 6.273 2.763 -0.5570
C -0.302 5.865 2.833 -0.5716
N -0.524 5.253 4.049 0.2500
C 0.681 5.239 4.693 -0.2667
C -1.824 4.868 4.553 -0.7442
H 5.080 5.122 3.982 0.3928
H 3.999 4.455 2.823 0.0327
H 3.843 3.932 4.528 0.3525
H 3.331 6.875 3.628 0.3605
H 3.361 6.230 5.261 0.4062
H 1.655 6.830 2.043 0.5366
H -1.143 5.901 2.156 0.6057
H 0.800 4.923 5.719 0.4650
H -2.560 4.791 3.752 0.2811
H -2.134 5.462 5.412 0.3509
H -1.751 3.843 4.917 0.2658
C -0.464 4.919 -2.573 -0.5757
C -1.788 5.562 -3.049 -0.8399
N -2.458 4.837 -4.184 0.4159
C -2.288 3.508 -4.569 0.0695
C -3.038 3.299 -5.697 -1.4840
N -3.669 4.414 -6.075 0.2617
C -3.270 5.335 -5.194 -0.2290
C -4.407 4.674 -7.278 -0.8054
H 0.186 4.741 -3.429 0.4200
H -0.696 3.969 -2.091 -0.0463
H 0.007 5.610 -1.873 0.4622
H -1.627 6.621 -3.250 0.5175
H -2.499 5.519 -2.224 0.2937
H -1.720 2.768 -4.025 0.5390
H -3.173 2.388 -6.261 0.5100
H -3.585 6.367 -5.226 0.4559
H -3.778 4.558 -8.161 0.3856
H -4.688 5.726 -7.326 0.3165
H -5.363 4.185 -7.467 0.3448
C 2.903 -5.343 -0.985 -0.2932
C 4.264 -5.269 -1.603 -0.6520
N 4.448 -3.976 -2.307 0.2434
C 5.320 -2.947 -1.981 -0.4833
C 5.066 -1.833 -2.775 -0.4562
N 4.151 -2.276 -3.768 0.1481
C 3.777 -3.546 -3.437 -0.5237
C 3.630 -1.424 -4.805 -0.4580
H 2.665 -6.060 -0.200 0.4870
H 2.052 -5.495 -1.649 0.0712
H 2.683 -4.399 -0.486 -0.0929
H 4.463 -6.041 -2.346 0.3444
H 5.000 -5.364 -0.804 0.3392
H 6.026 -3.038 -1.168 0.4890
H 5.507 -0.848 -2.795 0.5467
H 3.024 -4.062 -4.015 0.6287
H 4.076 -0.433 -4.729 0.2703
H 2.562 -1.356 -4.599 0.1305
H 3.797 -1.914 -5.765 0.2795
C 1.542 -4.627 6.200 -1.5970
C 1.786 -3.763 4.961 -0.2049
N 3.094 -4.072 4.210 0.5305
C 4.295 -3.589 5.047 -1.1299
C 3.293 -5.600 3.884 -0.4477
C 4.573 -6.022 3.057 -1.3778
C 3.243 -3.340 2.814 -0.9843
C 2.713 -1.890 2.659 -0.4345
O 3.188 -1.030 3.740 -0.4701
C 2.450 0.169 3.816 -0.4201
H 2.389 -4.947 6.809 0.4531
H 1.156 -5.602 5.902 0.4436
H 0.911 -4.146 6.947 0.3283
H 1.627 -2.708 5.185 0.2858
H 1.011 -3.839 4.198 0.4306
H 5.151 -3.909 4.452 0.5517
H 4.316 -4.134 5.990 0.4115
H 4.178 -2.511 5.156 0.3425
H 2.322 -5.876 3.474 0.4848
H 3.509 -6.039 4.858 0.4353
H 4.711 -5.647 2.043 0.2698
H 4.391 -7.094 3.120 0.4714
H 5.538 -5.935 3.557 0.4274
H 2.811 -4.063 2.123 0.6084
H 4.319 -3.272 2.652 0.3404
H 1.633 -2.040 2.643 -0.0875
H 3.077 -1.394 1.760 0.9008
H 2.375 0.579 2.809 0.0475
H 3.030 0.933 4.335 0.2464
H 1.502 -0.099 4.282 0.2700
C -5.904 1.678 -3.512 -1.2627
C -5.653 1.296 -2.061 -0.5997
N -4.499 0.285 -1.799 1.1161
C -3.256 0.901 -2.472 -0.9923
C -4.208 0.267 -0.251 0.7360
C -5.308 -0.209 0.723 -1.3507
C -4.783 -1.173 -2.307 -0.9962
C -3.625 -2.189 -2.388 -0.4198
O -2.849 -2.338 -1.247 0.6739
C -3.303 -3.292 -0.314 -1.0909
H -6.838 2.206 -3.703 0.4609
H -5.923 0.751 -4.086 0.3249
H -5.077 2.288 -3.873 0.1850
H -6.595 1.118 -1.542 0.5672
H -5.419 2.194 -1.489 0.4324
H -3.159 1.922 -2.105 0.4115
H -3.512 0.948 -3.531 0.4893
H -2.523 0.167 -2.137 -0.2036
H -3.738 1.200 0.060 0.5195
H -3.356 -0.411 -0.223 -1.0705
H -6.171 0.456 0.715 0.3511
H -4.932 -0.199 1.746 0.2197
H -5.517 -1.277 0.660 0.2592
H -5.179 -1.029 -3.313 0.6838
H -5.555 -1.554 -1.639 0.3508
H -2.892 -2.046 -3.181 -0.2552
H -3.914 -3.164 -2.780 0.6051
H -3.122 -4.279 -0.740 0.4076
H -4.320 -3.116 0.037 0.3812
H -2.772 -2.998 0.591 0.0252
C 6.823 4.558 -0.755 -1.2562
C 5.732 5.474 -1.364 -0.3336
N 4.275 4.897 -1.430 0.6607
C 4.427 3.661 -2.390 -1.1711
C 3.700 4.417 -0.011 -1.1382
C 2.265 3.721 0.026 -0.2672
C 3.214 5.889 -2.025 -0.5239
C 3.683 6.935 -3.101 -0.8908
O 4.293 6.181 -4.137 -0.3427
C 4.679 7.152 -5.176 -0.8068
H 6.930 3.629 -1.315 0.2916
H 6.697 4.350 0.308 0.2905
H 7.818 4.997 -0.827 0.4538
H 6.098 5.702 -2.366 0.2948
H 5.633 6.388 -0.779 0.4397
H 3.431 3.420 -2.762 0.3357
H 4.815 2.796 -1.852 0.4734
H 5.047 3.912 -3.251 0.3257
H 3.813 5.315 0.597 0.4873
H 4.387 3.647 0.340 0.3782
H 2.286 2.988 -0.781 0.1655
H 1.424 4.413 -0.024 0.0112
H 2.117 3.186 0.964 0.4772
H 2.782 6.339 -1.131 0.3541
H 2.410 5.230 -2.353 0.1984
H 4.373 7.612 -2.598 0.4150
H 2.859 7.538 -3.481 0.5906
H 5.414 6.757 -5.877 0.2982
H 5.141 8.021 -4.708 0.3418
H 3.894 7.525 -5.835 0.3311
Br 0.971 1.646 -3.546 -0.6625
Br -3.011 1.135 4.804 -0.5811
```

Computed properties:
multiplicity = 1
Kohn-Sham gap = 4.833 eV
highest occupied orbital energy = -19.8453 eV
net charge = +7
E_tot = -8692.7546 a.u.